{"formula": "C20H38Cl3N2O4SiTi", "method": "ωB97M-V/def2-TZVPD", "symbols": ["C", "C", "H", "H", "H", "C", "C", "H", "H", "H", "H", "Ti", "Cl", "Cl", "H", "H", "C", "C", "N", "H", "C", "O", "H", "H", "H", "H", "H", "H", "C", "C", "N", "H", "C", "O", "H", "H", "H", "H", "O", "C", "C", "C", "H", "C", "H", "C", "H", "C", "C", "H", "H", "H", "Si", "Cl", "C", "C", "C", "H", "H", "H", "H", "H", "H", "H", "H", "H", "O", "H", "H"], "xyz": [[-2.05, -2.77, -5.35], [-1.21, -2.91, -4.10], [-2.54, -3.73, -5.57], [-1.42, -2.55, -6.21], [-2.81, -1.98, -5.25], [-0.36, -4.01, -3.96], [0.24, -4.80, -5.04], [-0.20, -4.38, -2.98], [1.04, -4.25, -5.57], [-0.45, -5.24, -5.77], [0.74, -5.64, -4.54], [0.10, 1.70, 0.26], [-2.05, 2.47, 0.20], [1.45, 3.34, -0.57], [1.66, 5.52, 3.84], [-0.40, 6.93, 2.84], [1.58, 4.89, 2.95], [-0.33, 6.21, 2.01], [0.20, 4.93, 2.48], [1.85, 3.86, 3.18], [-0.46, 3.78, 2.32], [0.15, 2.69, 2.03], [-1.30, 6.08, 1.53], [-1.57, 3.79, 2.44], [2.24, 5.28, 2.18], [0.37, 6.64, 1.28], [1.94, -0.48, -3.24], [2.51, -3.25, -2.21], [2.87, -0.46, -2.66], [3.19, -2.67, -1.55], [2.77, -1.27, -1.44], [3.14, 0.57, -2.42], [2.28, -0.76, -0.29], [2.00, 0.45, -0.07], [3.22, -3.13, -0.55], [2.08, -1.51, 0.50], [3.66, -0.90, -3.27], [4.18, -2.74, -2.02], [-0.80, -1.47, -3.58], [-1.71, -2.18, -2.83], [-0.08, -3.16, -1.14], [-1.36, -2.71, -1.51], [0.70, -3.14, -1.90], [0.12, -3.77, 0.10], [-2.74, -1.83, -2.89], [-2.44, -2.94, -0.64], [1.11, -4.18, 0.34], [-0.97, -3.96, 0.97], [-2.26, -3.54, 0.59], [-3.43, -2.66, -1.01], [-0.81, -4.49, 1.90], [-3.12, -3.72, 1.23], [-0.60, 1.79, -3.70], [-0.37, 0.35, -1.49], [1.07, 2.56, -4.17], [-1.22, 3.46, -3.03], [-1.84, 1.18, -4.94], [1.91, 1.87, -4.09], [1.28, 3.42, -3.50], [1.03, 2.98, -5.18], [-1.35, 0.63, -5.76], [-2.38, 2.04, -5.38], [-2.57, 0.54, -4.43], [-2.19, 3.44, -2.53], [-1.25, 4.17, -3.88], [-0.48, 3.88, -2.33], [-0.36, -0.07, 1.42], [-0.12, -0.89, 0.92], [-1.31, -0.15, 1.57]], "molar_mass_g_mol": 552.846, "homo_lumo_gap_ha": [0.1484, 0.1523], "e_above_lowest_ev": 3.118, "total_charge": -1, "multiplicity": 3, "largest_force_ev_per_a": 4.3}